(1)
ORCA calculation (wB97M-V/def2-TZVPD) on C56H154Cu2N14O18S as an isolated structure.

Element x y z (Å)
1 Cu 18.9844 2.6573 8.2755
2 Cu 20.0870 1.0737 12.7844
3 S 18.0658 2.1925 10.7984
4 O 17.9707 3.4398 10.0609
5 O 18.3292 2.4105 12.2086
6 O 16.9506 1.3731 10.6165
7 O 19.2289 1.4360 10.3138
8 C 17.3322 8.1829 6.1677
9 C 16.0701 7.2831 6.3734
10 C 15.0265 7.5650 5.2484
11 O 13.7796 6.8933 5.5348
12 C 12.8039 6.8329 4.4491
13 N 16.4672 5.8780 6.3707
14 H 17.6709 8.0158 5.1452
15 H 18.1488 8.2157 6.8890
16 H 17.0754 9.2419 6.1413
17 H 15.5697 7.5062 7.3157
18 H 15.3944 7.2049 4.2877
19 H 14.7796 8.6179 5.1119
20 H 13.1755 5.9818 3.8784
21 H 12.9451 7.6549 3.7473
22 H 11.7699 6.7030 4.7683
23 H 16.9075 5.8085 7.2770
24 H 15.5589 5.4391 6.4197
25 C 15.3951 7.7014 10.0234
26 C 16.5742 6.7387 10.1776
27 C 16.8593 6.3343 11.6448
28 O 17.1933 7.4913 12.4211
29 C 17.3740 7.1314 13.7522
30 N 16.2524 5.6119 9.3663
31 H 14.4328 7.1939 9.9564
32 H 15.5254 8.3462 9.1543
33 H 15.4540 8.3605 10.8895
34 H 17.4720 7.1785 9.7432
35 H 17.6354 5.5728 11.7205
36 H 15.9621 5.8997 12.0856
37 H 18.2814 6.5993 14.0377
38 H 16.5057 6.6026 14.1453
39 H 17.3541 8.0647 14.3149
40 H 15.3834 5.1788 9.6446
41 H 16.8850 4.8539 9.5793
42 C 22.5698 -2.4686 10.9586
43 C 21.7038 -1.3323 10.3439
44 C 20.7682 -1.8324 9.1541
45 O 21.4830 -1.9192 7.9256
46 C 20.6421 -1.8032 6.7542
47 N 21.0332 -0.5521 11.3710
48 H 23.4040 -2.6913 10.2932
49 H 22.0908 -3.4167 11.2030
50 H 23.1552 -2.1827 11.8325
51 H 22.3769 -0.6577 9.8147
52 H 20.0353 -1.0316 9.0552
53 H 20.1318 -2.7022 9.3167
54 H 21.1735 -1.9703 5.8173
55 H 20.1562 -0.8277 6.7307
56 H 19.7655 -2.4467 6.8281
57 H 20.3211 -1.2583 11.4905
58 H 20.4899 0.1382 10.8726
59 C 15.3760 -2.7299 7.3808
60 C 15.7708 -3.1814 5.9648
61 C 17.1147 -3.8401 5.9294
62 O 17.4832 -4.5177 4.7335
63 C 18.8658 -4.9851 4.6666
64 N 14.9607 -4.1721 5.3563
65 H 14.8775 -3.4317 8.0495
66 H 14.5672 -1.9999 7.3462
67 H 16.1779 -2.2417 7.9346
68 H 15.8251 -2.3311 5.2850
69 H 16.9265 -4.6291 6.6576
70 H 17.8362 -3.1374 6.3462
71 H 19.6924 -4.3397 4.9636
72 H 19.1271 -5.4514 3.7166
73 H 18.9673 -5.7935 5.3907
74 H 14.9750 -4.9557 5.9934
75 H 15.6212 -4.4437 4.6420
76 C 19.8671 -0.7810 17.6381
77 C 20.3550 -1.9646 16.7842
78 C 19.6047 -2.1661 15.4791
79 O 20.1139 -3.4614 15.0259
80 C 20.2989 -3.4145 13.6246
81 N 21.7178 -1.7052 16.5057
82 H 20.2538 0.1106 17.1445
83 H 20.2785 -0.9213 18.6377
84 H 18.7775 -0.7941 17.6636
85 H 20.3129 -2.8815 17.3720
86 H 19.6547 -1.2549 14.8830
87 H 18.5639 -2.3746 15.7266
88 H 20.8325 -2.5228 13.2957
89 H 19.3394 -3.4224 13.1076
90 H 20.8947 -4.2326 13.2196
91 H 22.1317 -2.5042 16.0472
92 H 22.1872 -1.6763 17.3996
93 C 15.6122 -1.4244 10.7996
94 C 16.8595 -2.2040 11.4733
95 C 17.5015 -3.1679 10.5186
96 O 16.5330 -4.2177 10.2177
97 C 17.0849 -5.2023 9.4155
98 N 17.7801 -1.1241 11.7749
99 H 15.8679 -0.7530 9.9798
100 H 15.1724 -0.9080 11.6530
101 H 14.8389 -2.0932 10.4216
102 H 16.5665 -2.6659 12.4162
103 H 18.3377 -3.6612 11.0142
104 H 17.8200 -2.6325 9.6242
105 H 17.9407 -4.8563 8.8359
106 H 16.3544 -5.5579 8.6888
107 H 17.3607 -6.0752 10.0073
108 H 17.4521 -0.6844 12.6229
109 H 17.4684 -0.3768 11.1710
110 C 17.7900 4.8317 16.9578
111 C 18.5633 3.4971 17.2868
112 C 18.2630 3.0083 18.6612
113 O 16.9113 2.3900 18.8595
114 C 16.9005 1.1690 19.6967
115 N 18.1116 2.5975 16.2505
116 H 16.7421 4.7898 17.2549
117 H 17.8082 5.2472 15.9502
118 H 18.2850 5.6092 17.5396
119 H 19.6263 3.7360 17.3195
120 H 18.3800 3.8035 19.3974
121 H 19.0167 2.2559 18.8936
122 H 17.6504 0.4079 19.4812
123 H 15.8829 0.7797 19.7300
124 H 17.1188 1.4047 20.7383
125 H 17.1638 2.3198 16.4619
126 H 17.9889 3.1746 15.4308
127 C 16.0997 2.5262 7.2173
128 C 16.5574 1.1185 6.9711
129 C 17.1313 0.9801 5.4683
130 O 17.3303 -0.4640 5.1732
131 C 18.0123 -0.7134 3.9747
132 N 17.5779 0.8256 7.9485
133 H 15.5091 2.6346 8.1270
134 H 15.4407 2.6548 6.3586
135 H 16.8917 3.2737 7.2639
136 H 15.7762 0.3588 6.9981
137 H 18.0801 1.5076 5.3697
138 H 16.3646 1.3467 4.7858
139 H 19.0237 -0.3302 3.8392
140 H 17.3577 -0.4549 3.1424
141 H 18.2123 -1.7844 3.9412
142 H 17.8855 -0.1329 7.8662
143 H 17.2381 0.9111 8.8957
144 C 15.9595 -0.3710 15.5474
145 C 16.3662 0.4401 14.2853
146 C 15.5818 1.7722 14.1897
147 O 15.4545 2.5479 15.4064
148 C 14.6631 3.7726 15.3471
149 N 17.7757 0.6335 14.0735
150 H 14.9156 -0.6635 15.4347
151 H 16.2130 0.2863 16.3792
152 H 16.4600 -1.3339 15.6489
153 H 16.1032 -0.0939 13.3722
154 H 14.6139 1.5528 13.7390
155 H 16.0968 2.3863 13.4509
156 H 14.5948 4.2530 16.3232
157 H 13.6513 3.7115 14.9465
158 H 15.1974 4.4758 14.7083
159 H 18.0724 1.1262 14.9038
160 H 17.8825 1.3060 13.3275
161 C 20.5535 6.9285 9.9125
162 C 20.6140 5.6143 9.0616
163 C 21.2166 4.3492 9.7211
164 O 21.4218 3.2923 8.8248
165 C 22.2785 2.2943 9.2746
166 N 19.2328 5.3780 8.7054
167 H 21.5952 7.2454 9.9637
168 H 20.1883 6.7683 10.9269
169 H 19.9677 7.6967 9.4079
170 H 21.0514 5.8741 8.0976
171 H 20.5735 4.0093 10.5328
172 H 22.1758 4.7105 10.0918
173 H 23.2951 2.6383 9.4652
174 H 22.3768 1.4798 8.5570
175 H 21.9241 1.8343 10.1970
176 H 18.7584 6.2555 8.8635
177 H 18.7479 4.7575 9.3378
178 C 19.4800 4.2050 3.5335
179 C 20.0150 4.3807 4.9361
180 C 20.4161 5.8684 5.0438
181 O 21.5392 6.1263 4.1064
182 C 21.8723 7.5017 4.1329
183 N 18.9795 4.0800 5.9292
184 H 19.0962 3.2026 3.3436
185 H 20.3415 4.2247 2.8661
186 H 18.7136 4.9263 3.2497
187 H 20.7811 3.6089 5.0102
188 H 20.5902 6.0279 6.1079
189 H 19.5532 6.4832 4.7877
190 H 22.2235 7.7935 5.1227
191 H 21.0333 8.1201 3.8138
192 H 22.7373 7.5468 3.4712
193 H 18.1382 4.5990 5.7217
194 H 19.1782 4.5510 6.8002
195 C 22.6583 1.8745 16.6566
196 C 21.9430 1.9657 15.3362
197 C 22.5339 2.9883 14.2190
198 O 21.5851 3.3772 13.2443
199 C 20.7317 4.3762 13.7633
200 N 21.9040 0.6630 14.6530
201 H 22.0693 1.1928 17.2701
202 H 22.5512 2.8601 17.1096
203 H 23.7121 1.7773 16.3953
204 H 20.9206 2.2257 15.6107
205 H 23.4535 2.5558 13.8250
206 H 23.0631 3.7965 14.7239
207 H 20.0260 4.6524 12.9798
208 H 21.1608 5.3463 14.0140
209 H 20.1176 4.1041 14.6217
210 H 22.8087 0.3107 14.3746
211 H 21.6873 -0.0589 15.3253
212 C 21.3890 -0.3115 1.2859
213 C 22.5217 -0.3215 2.4165
214 C 22.0255 0.4637 3.6737
215 O 23.0777 0.4832 4.6575
216 C 22.8257 1.1880 5.8374
217 N 22.7466 -1.7066 2.6190
218 H 21.2700 0.6823 0.8543
219 H 20.4146 -0.4982 1.7375
220 H 21.5142 -0.9674 0.4244
221 H 23.4345 0.1969 2.1231
222 H 21.0339 0.2526 4.0739
223 H 21.8378 1.4892 3.3556
224 H 23.7560 1.0678 6.3926
225 H 21.9640 0.8166 6.3921
226 H 22.7254 2.2177 5.4941
227 H 22.7875 -2.2544 1.7714
228 H 23.6543 -1.8527 3.0371
229 C 12.5337 2.3997 11.8502
230 C 13.4582 1.5596 10.9788
231 C 13.0659 1.2618 9.5340
232 O 11.8167 0.5628 9.3936
233 C 11.9439 -0.8403 9.6422
234 N 14.6351 2.4186 11.0750
235 H 11.5679 1.8949 11.8758
236 H 12.3375 3.3701 11.3942
237 H 12.7761 2.3911 12.9128
238 H 13.5918 0.5504 11.3683
239 H 13.8862 0.7239 9.0586
240 H 12.9549 2.1966 8.9846
241 H 11.0554 -1.3792 9.3132
242 H 12.2365 -1.2145 10.6232
243 H 12.7202 -1.2566 9.0002
244 H 15.4972 2.0220 10.7292
245 H 15.0327 2.6238 11.9804

Properties
Orbital gap = 8.60 eV
Lowest unoccupied orbital energy = 0.41 eV

=====

(2)
ORCA calculation (wB97M-V/def2-TZVPD) on C56H37BF3I4N5OSV as an isolated structure.

Element x y z (Å)
1 V -0.4978 -0.4100 0.3652
2 I -8.8699 -0.6139 -5.0199
3 C -7.1186 -0.5250 -3.8430
4 C -7.0463 -1.2689 -2.6786
5 C -5.8826 -1.2264 -1.9234
6 C -4.8016 -0.4464 -2.3222
7 C -4.9109 0.3100 -3.4859
8 C -6.0633 0.2704 -4.2565
9 C -3.5433 -0.4312 -1.5354
10 C -3.2241 0.7267 -0.8061
11 C -4.0137 1.8896 -0.7176
12 C -3.2591 2.8299 -0.0397
13 C -2.0306 2.2157 0.2365
14 C -0.8544 2.7739 0.9945
15 C -0.8719 4.2853 1.2273
16 C -0.2580 4.8415 2.3446
17 C -0.1315 6.2169 2.4784
18 C -0.6244 7.0419 1.4850
19 I -0.4383 9.1369 1.6648
20 C -1.2171 6.5127 0.3509
21 C -1.3263 5.1378 0.2234
22 C -0.8393 1.9060 2.2301
23 N -0.5596 0.5923 2.0970
24 C -0.5994 0.0583 3.3711
25 C -0.0893 -1.2212 3.6761
26 C 0.2848 -1.5058 5.0841
27 C -0.4115 -2.4258 5.8600
28 C -0.0133 -2.7052 7.1608
29 C 1.0945 -2.0595 7.6790
30 I 1.7361 -2.5180 9.6379
31 C 1.8003 -1.1310 6.9313
32 C 1.3833 -0.8513 5.6395
33 C 0.1949 -2.1590 2.7157
34 C 0.9326 -3.3728 2.9175
35 C 1.0274 -3.9894 1.7145
36 C 0.2942 -3.1895 0.7689
37 N -0.1687 -2.0547 1.3807
38 C -0.0673 -3.6033 -0.5082
39 C -1.0930 -2.9467 -1.2023
40 C -1.8928 -3.5161 -2.2585
41 C -2.9217 -2.6569 -2.4740
42 C -2.7226 -1.5336 -1.6033
43 N -1.5721 -1.7178 -0.8583
44 C 0.5140 -4.8487 -1.0730
45 C 1.8101 -4.8360 -1.5868
46 C 2.3666 -5.9701 -2.1618
47 C 1.6161 -7.1314 -2.2137
48 I 2.4472 -8.8620 -3.0955
49 C 0.3342 -7.1822 -1.6944
50 C -0.2088 -6.0389 -1.1250
51 C -0.9971 1.0523 4.2831
52 C -1.1767 2.2165 3.5544
53 N -2.0121 0.9292 -0.1761
54 H -7.8811 -1.8781 -2.3602
55 H -5.8101 -1.8029 -1.0097
56 H -4.0761 0.9272 -3.7943
57 H -6.1320 0.8444 -5.1703
58 H -5.0086 2.0045 -1.1178
59 H -3.5464 3.8349 0.2223
60 H 0.1607 4.1945 3.1029
61 H 0.3622 6.6348 3.3453
62 H -1.5766 7.1644 -0.4339
63 H -1.7364 4.7224 -0.6872
64 H -1.2745 -2.9332 5.4470
65 H -0.5626 -3.4189 7.7597
66 H 2.6665 -0.6347 7.3467
67 H 1.9293 -0.1329 5.0400
68 H 1.3310 -3.7002 3.8648
69 H 1.5080 -4.9269 1.4834
70 H -1.7204 -4.4683 -2.7326
71 H -3.7413 -2.7700 -3.1664
72 H 2.3859 -3.9198 -1.5301
73 H 3.3689 -5.9424 -2.5679
74 H -0.2365 -8.1005 -1.7268
75 H -1.2088 -6.0703 -0.7106
76 H -1.1351 0.9056 5.3431
77 H -1.5059 3.1753 3.9208
78 B 3.9461 0.0045 1.3581
79 C 2.4766 -0.1519 0.8687
80 N 1.3709 -0.2428 0.5417
81 H 4.1741 -0.9223 2.0995
82 H 4.6976 0.0162 0.4081
83 H 3.9607 1.0601 1.9596
84 C 0.7980 -1.6122 -3.8261
85 S 1.2004 -0.9728 -2.1685
86 C 2.8706 -0.3956 -2.6090
87 O 0.3716 0.2587 -2.0383
88 H 0.8616 -0.7865 -4.5336
89 H -0.2244 -1.9821 -3.7711
90 H 1.4764 -2.4223 -4.0942
91 H 3.4823 -1.2456 -2.9130
92 H 3.2897 0.0701 -1.7181
93 H 2.7903 0.3347 -3.4129
94 F 6.8493 4.9502 -2.8118
95 C 5.8427 4.4729 -3.5679
96 F 6.3743 3.5000 -4.3472
97 F 5.4738 5.4660 -4.4080
98 C 4.6921 3.9813 -2.7499
99 C 3.4397 3.8717 -3.3458
100 C 2.3593 3.4517 -2.5969
101 C 2.5143 3.1580 -1.2365
102 C 3.7857 3.2210 -0.6605
103 C 4.8687 3.6306 -1.4177
104 C 1.3658 2.8625 -0.4552
105 C 0.3760 2.6366 0.1871
106 H 3.3126 4.1260 -4.3902
107 H 1.3769 3.3438 -3.0376
108 H 3.9077 2.9302 0.3741
109 H 5.8511 3.6830 -0.9683

Properties
<S²> = 2.018
Orbital gap (alpha / beta) = 5.39 / 5.38 eV
Total charge = -1
2S+1 = 3
Lowest unoccupied orbital energy (alpha / beta) = 1.34 / 1.30 eV

=====

(3)
ORCA calculation (wB97M-V/def2-TZVPD) on C56H40Cl4IN2O5P2STl as an isolated structure.

Element x y z (Å)
1 Tl -0.6802 0.3436 -0.8890
2 O -3.4319 2.9191 0.8862
3 S -2.1296 2.2687 1.0193
4 C -2.3504 1.4202 2.6199
5 C -2.5821 2.0768 3.8150
6 C -3.0368 1.3724 4.9168
7 C -3.2926 0.0142 4.8193
8 C -3.0681 -0.6431 3.6245
9 C -2.5757 0.0506 2.5219
10 P -2.2478 -0.8583 0.9682
11 C -1.3461 -2.3469 1.5024
12 C -0.7287 -2.4977 2.7387
13 C -0.0048 -3.6455 3.0171
14 C 0.1190 -4.6425 2.0654
15 C -0.4977 -4.4999 0.8320
16 C -1.2265 -3.3603 0.5536
17 C -3.8946 -1.5456 0.5792
18 C -4.3216 -2.7556 1.1164
19 C -5.5624 -3.2607 0.7798
20 C -6.3756 -2.5736 -0.1062
21 C -5.9541 -1.3691 -0.6438
22 C -4.7205 -0.8492 -0.2955
23 C -1.0135 3.6608 1.4282
24 C -1.5366 4.7190 2.1553
25 C -0.7694 5.8410 2.4096
26 C 0.5190 5.9229 1.9045
27 C 1.0151 4.9067 1.1102
28 C 0.2502 3.7665 0.8524
29 P 0.9079 2.5743 -0.3756
30 C 2.6953 2.6307 0.0188
31 C 3.6271 3.3012 -0.7698
32 C 4.9644 3.2921 -0.4149
33 C 5.3914 2.6154 0.7158
34 C 4.4662 1.9696 1.5186
35 C 3.1282 1.9825 1.1711
36 C 0.8239 3.5107 -1.9366
37 C 1.5488 2.9960 -3.0107
38 C 1.4990 3.6117 -4.2450
39 C 0.7292 4.7520 -4.4174
40 C -0.0082 5.2545 -3.3596
41 C 0.0284 4.6331 -2.1224
42 H -2.4103 3.1368 3.8973
43 H -3.2168 1.8898 5.8462
44 H -3.6735 -0.5301 5.6705
45 H -3.2904 -1.6973 3.5400
46 H -0.8127 -1.7298 3.4929
47 H 0.4708 -3.7514 3.9810
48 H 0.6898 -5.5320 2.2860
49 H -0.4136 -5.2761 0.0852
50 H -1.7151 -3.2451 -0.4017
51 H -3.6796 -3.3143 1.7827
52 H -5.8869 -4.2002 1.2037
53 H -7.3363 -2.9833 -0.3783
54 H -6.5794 -0.8382 -1.3456
55 H -4.3974 0.0919 -0.7134
56 H -2.5698 4.6723 2.4654
57 H -1.1822 6.6562 2.9833
58 H 1.1199 6.8012 2.0886
59 H 1.9947 5.0063 0.6636
60 H 3.3153 3.8421 -1.6506
61 H 5.6784 3.8169 -1.0316
62 H 6.4395 2.5986 0.9735
63 H 4.7839 1.4552 2.4141
64 H 2.4127 1.4885 1.8050
65 H 2.1445 2.1052 -2.8670
66 H 2.0558 3.1981 -5.0734
67 H 0.6938 5.2371 -5.3813
68 H -0.6279 6.1271 -3.5023
69 H -0.5693 5.0187 -1.3104
70 C 0.6775 1.0538 3.9262
71 C 1.4047 -0.0838 3.2827
72 N 2.3142 -0.6923 3.9911
73 C 3.0247 -1.6794 3.4464
74 C 2.8566 -2.1121 2.1536
75 C 3.8074 -3.1454 1.6050
76 O 4.6910 -2.6191 0.6362
77 C 1.8738 -1.4779 1.3393
78 C 1.6756 -1.9868 0.0236
79 N 1.0944 -1.4553 -1.0087
80 C 1.2027 -2.1490 -2.2022
81 C 2.1687 -2.9931 -2.5984
82 C 2.0093 -3.4522 -4.0037
83 C 0.9714 -1.7277 -5.6070
84 C 0.7229 -0.4770 -5.2055
85 C 0.4183 -0.4638 -3.7914
86 I -2.4029 1.8270 -2.3518
87 C 1.1051 -0.4241 1.9166
88 O 0.1859 0.2356 1.3101
89 H 1.2861 1.4506 4.7353
90 H -0.2714 0.6991 4.3316
91 H 0.4603 1.8377 3.2001
92 H 3.7753 -2.1141 4.0920
93 H 3.2559 -4.0161 1.2089
94 H 4.4517 -3.5020 2.4110
95 H 4.1890 -2.1060 -0.0070
96 H 2.0931 -2.9849 -0.1278
97 H 3.0455 -3.2780 -2.0422
98 H 1.9520 -4.5371 -4.1045
99 H 1.2836 -2.0325 -6.5904
100 H 0.7969 0.4289 -5.7794
101 Cl 0.2846 -4.7135 -6.3614
102 C -0.2825 -3.6981 -5.0880
103 C -1.5749 -3.7006 -4.7013
104 Cl -2.7067 -4.7321 -5.4830
105 C -2.0307 -2.9123 -3.6051
106 Cl -3.6359 -3.1667 -2.9949
107 C -1.2110 -2.0916 -2.8791
108 O -1.5868 -1.5039 -1.8120
109 C 0.2356 -1.8985 -3.3336
110 O 0.4023 0.5075 -3.0529
111 C 0.7297 -2.7482 -4.5216
112 Cl 3.4622 -2.9677 -4.9538

Properties
Orbital gap = 6.33 eV
ΔE to the lowest compared entry with this formula, charge and spin = 158.1 kJ/mol
Lowest unoccupied orbital energy = -0.92 eV

=====

no.,largest force on an atom (eV Å⁻¹)
1,4.6
2,2.9
3,1.8